Entry 1:
16
Properties=species:S:1:pos:R:3:forces:R:3:mulliken_charge:R:1 method="wB97M-V/def2-TZVPD" smiles="C[C@H]1CO1.[H]/N=C/O" homo_lumo_gap_ev=11.123 relative_energy_ev=2.433 homo_ev=-10.044 e_tot_ha=-362.996129
C 1.0548 -0.9485 -0.8280 0.01 -0.09 0.07 -1.2341
C 1.5229 0.2929 -0.1225 0.20 -0.32 -0.12 0.2730
C 1.2943 1.6249 -0.6817 -0.01 0.04 -0.12 -0.3756
O 0.5162 1.1243 0.4113 -0.31 0.76 0.24 -0.5079
H 0.9265 -1.7499 -0.1047 -0.03 -0.05 -0.05 0.2642
H 1.7552 -1.2674 -1.5960 0.24 0.02 -0.01 0.3578
H 0.0900 -0.7847 -1.3130 0.06 0.13 0.12 0.2785
H 2.3494 0.2088 0.5823 0.05 -0.23 -0.26 0.3607
H 1.9777 2.4432 -0.4631 -0.18 -0.10 0.10 0.2568
H 0.7369 1.7051 -1.6091 0.07 0.02 -0.03 0.2265
H -1.6462 -2.0974 1.4678 -0.01 -0.01 0.01 0.1895
N -1.3373 -1.1646 1.2133 -0.34 0.09 0.03 -0.5147
C -2.3416 -0.4464 0.9237 -0.20 -0.35 0.14 0.0378
O -2.2409 0.8308 0.5618 0.31 -0.22 0.19 -0.4797
H -3.3808 -0.7686 0.9405 -0.08 -0.07 -0.02 0.3642
H -1.2770 0.9974 0.6174 0.20 0.40 -0.28 0.5031



Entry 2:
14
Properties=species:S:1:pos:R:3:forces:R:3:mulliken_charge:R:1 method="wB97M-V/def2-TZVPD" smiles="CO/N=C1/NOCO1" homo_lumo_gap_ev=9.338 relative_energy_ev=7.910 homo_ev=-8.480 e_tot_ha=-452.910345
C -2.9370 0.5834 -0.7543 -1.15 -1.89 4.06 -0.5458
O -1.6273 0.3738 -0.0764 -5.79 1.14 -2.62 -0.0847
N -0.7268 0.0229 -1.1169 1.40 0.95 2.86 -0.6093
C 0.2567 -0.0163 -0.2828 0.22 -2.02 -2.80 0.5924
N 1.4392 -0.6400 -0.6568 1.51 0.90 -3.29 -0.3039
O 2.4426 -0.2389 0.3224 -3.46 -0.40 1.23 -0.2804
C 1.4064 -0.3149 1.4692 2.26 -0.03 -0.32 -0.0798
O 0.1885 0.1294 1.0346 -0.37 0.84 -1.86 -0.2548
H -3.3369 -0.4630 -1.0940 0.48 1.87 0.88 0.2353
H -3.6208 1.0895 0.1493 1.63 -1.46 -2.74 0.1693
H -2.8853 1.1732 -1.6248 0.39 1.10 -0.77 0.2902
H 1.6571 -0.2928 -1.7003 0.04 -0.98 3.19 0.3350
H 1.1537 -1.3418 1.7912 1.50 0.32 0.33 0.2564
H 1.6582 0.5269 2.0576 1.35 -0.33 1.87 0.2802



Entry 3:
96
Properties=species:S:1:pos:R:3:forces:R:3:mulliken_charge:R:1 method="wB97M-V/def2-TZVPD" smiles="CCCCCCCP[PH2]=S.COC[C@@H](C)N.COC[C@@H](C)N.COC[C@@H](C)N.COC[C@@H](C)N" homo_lumo_gap_ev=8.863 relative_energy_ev=3.654 homo_ev=-8.383 e_tot_ha=-2514.162013
C -1.1454 3.5028 3.3296 -0.58 -1.12 0.69 -1.0018
C -1.5501 1.8902 3.1471 0.16 1.04 -0.22 0.5332
C -0.2895 0.9982 2.5972 0.53 0.10 0.13 -0.0069
C -0.5842 -0.6077 2.4479 -0.74 -0.53 0.03 -0.4386
C -1.8029 -1.1069 3.4241 -0.31 -0.02 -0.10 0.2176
C -2.0077 -2.7310 3.5091 -0.41 1.02 -0.01 -0.6411
C -3.4477 -2.9667 4.3265 1.72 -0.38 -0.24 -0.1784
P -4.9802 -2.9373 3.1613 -0.11 -1.23 0.61 -0.0481
P -5.6791 -0.8477 2.8621 2.14 1.24 0.06 0.0690
S -5.1367 0.3063 4.3800 -0.56 -0.41 -0.15 -0.3159
H -1.2078 4.1008 2.3252 0.41 -1.19 1.96 0.2309
H -0.0894 3.5000 3.8349 -1.92 0.44 -1.11 0.2834
H -1.9374 3.9504 4.0919 1.77 -0.76 -1.67 0.3168
H -2.4026 1.8693 2.3416 1.40 -0.27 1.76 0.1880
H -1.9475 1.5631 4.2185 0.83 0.36 -2.55 -0.4818
H 0.6465 1.1245 3.3150 -1.99 -0.09 -1.37 0.3146
H 0.0291 1.4247 1.5338 -0.68 -0.87 2.26 -0.3382
H 0.3632 -1.2900 2.6954 -1.88 1.71 -0.70 0.2530
H -0.9466 -0.8118 1.3308 0.91 0.30 2.37 0.1894
H -1.7225 -0.6832 4.5359 0.01 -0.90 -2.42 0.0321
H -2.7989 -0.6589 2.9822 1.92 -0.82 1.00 -0.1834
H -1.1052 -3.2542 4.0423 -1.78 1.02 -0.83 0.3594
H -2.0769 -3.1676 2.4205 0.06 0.75 2.12 0.2101
H -3.4020 -4.0766 4.7596 -0.49 2.50 -0.75 0.3476
H -3.5819 -2.1564 5.1815 0.20 -1.81 -1.79 -0.1143
H -4.4636 -3.4078 1.8752 -0.11 0.88 0.81 0.0612
H -4.8969 -0.3702 1.7133 -1.29 -0.44 0.40 0.0932
H -7.0904 -0.7608 2.5877 0.85 -0.48 -0.24 0.1357
C -0.0908 1.8280 -4.7306 -0.06 -0.41 -0.16 -0.9016
O 0.7099 1.1320 -3.7887 0.22 0.60 0.26 -0.1767
C 1.1123 1.9162 -2.6626 0.05 -0.33 0.21 -1.0395
C 0.0442 2.0271 -1.5495 -0.20 -0.12 -0.42 0.5905
C -1.0835 2.9998 -1.8831 -0.18 0.27 0.16 -1.5971
N -0.5373 0.7155 -1.2272 0.32 -0.11 -0.19 -0.6134
H 0.1906 2.8807 -4.8160 -0.02 0.02 0.11 0.3600
H -1.1448 1.7327 -4.4669 -0.08 0.23 -0.06 0.2661
H 0.0455 1.3550 -5.7068 0.10 -0.01 0.13 0.2579
H 1.9831 1.3995 -2.2405 -0.12 -0.06 -0.10 0.2558
H 1.4648 2.9036 -2.9826 -0.14 0.05 -0.08 0.6222
H 0.5442 2.4106 -0.6519 0.08 -0.10 -0.10 0.3475
H -1.7970 2.5896 -2.6031 0.16 -0.03 0.06 0.3127
H -1.6540 3.2470 -0.9796 0.13 -0.12 -0.14 0.3317
H -0.6879 3.9369 -2.2895 -0.04 -0.10 0.02 0.3744
H 0.2104 0.0958 -0.9134 -0.15 0.08 0.09 0.2622
H -0.8463 0.2952 -2.1082 -0.03 0.12 0.26 0.3155
C -1.9464 0.4208 10.3750 0.37 0.16 -0.19 -0.6459
O -1.9156 0.1453 8.9837 -0.48 -0.35 0.08 -0.4301
C -3.1634 -0.2953 8.4417 0.09 0.16 -0.36 -0.3408
C -4.1524 0.8466 8.1102 0.29 0.12 0.26 0.5945
C -4.8401 1.4321 9.3404 -0.32 0.09 0.12 -1.5919
N -3.4936 1.9331 7.3700 0.29 -0.28 -0.01 -0.6249
H -2.6196 -0.2496 10.9153 -0.09 0.04 -0.04 0.2933
H -2.2252 1.4618 10.5431 -0.15 -0.02 0.21 0.2268
H -0.9359 0.2856 10.7700 -0.07 -0.06 -0.12 0.2724
H -2.9128 -0.8041 7.5026 0.08 0.13 0.08 -0.0193
H -3.6230 -1.0512 9.0889 -0.02 0.08 0.16 0.4409
H -4.9390 0.4250 7.4728 0.19 -0.04 -0.03 0.3172
H -4.1859 2.0918 9.9172 0.01 -0.11 -0.11 0.2792
H -5.7092 2.0314 9.0428 0.21 -0.11 -0.01 0.3798
H -5.1989 0.6394 10.0057 0.06 0.07 -0.05 0.3489
H -3.1168 1.5534 6.5009 -0.20 0.10 0.02 0.0773
H -2.6588 2.1992 7.8998 -0.28 0.00 -0.10 0.3358
C 3.9774 -3.9637 -4.3812 0.03 -0.30 0.34 -0.3851
O 3.6193 -3.3527 -3.1520 0.01 0.51 -0.28 -0.4643
C 2.9765 -2.0827 -3.2896 -0.23 -0.06 0.31 -0.2497
C 1.4627 -2.1650 -3.5953 0.16 -0.31 -0.12 1.2152
C 1.1536 -2.5309 -5.0444 -0.14 0.19 -0.27 -1.5376
N 0.7840 -3.1205 -2.7073 0.33 0.00 0.25 -0.7053
H 4.2744 -3.2319 -5.1367 -0.12 0.06 -0.03 0.0081
H 3.1539 -4.5790 -4.7458 0.01 0.06 -0.27 0.2572
H 4.8246 -4.6293 -4.1950 -0.05 0.12 0.09 0.2854
H 3.0954 -1.5862 -2.3186 0.02 -0.17 -0.03 0.2918
H 3.5021 -1.4584 -4.0215 -0.03 -0.11 -0.16 0.0070
H 1.0373 -1.1698 -3.4177 0.18 -0.12 0.04 -0.3256
H 1.3100 -3.5924 -5.2554 0.03 0.09 0.11 0.3620
H 0.1039 -2.3144 -5.2771 0.16 -0.06 0.13 0.3535
H 1.7713 -1.9498 -5.7376 -0.02 -0.07 0.05 0.2657
H 0.9148 -2.8172 -1.7416 -0.13 -0.04 -0.14 0.2716
H 1.3025 -4.0020 -2.7563 -0.22 0.21 -0.04 0.3365
C 5.4425 2.1239 -8.8459 -0.17 -0.09 -0.39 -0.6354
O 5.6138 0.7312 -9.0547 0.34 -0.07 0.55 -0.3900
C 6.0293 0.0072 -7.8936 -0.13 -0.33 -0.19 -0.9362
C 4.8789 -0.3624 -6.9281 -0.12 0.40 -0.30 0.7459
C 4.3952 0.8111 -6.0807 -0.06 0.07 0.35 -1.0880
N 3.7321 -0.9344 -7.6492 0.26 -0.06 -0.24 -0.5785
H 6.1598 2.5263 -8.1261 -0.04 -0.05 0.08 0.2918
H 4.4205 2.3302 -8.5255 0.03 0.19 0.17 0.2329
H 5.5934 2.6313 -9.8026 0.05 -0.14 0.06 0.2595
H 6.4639 -0.9273 -8.2696 -0.12 0.14 -0.07 0.3919
H 6.8370 0.5359 -7.3743 -0.09 0.15 0.04 0.4232
H 5.2624 -1.1217 -6.2360 0.06 -0.01 -0.15 0.1711
H 3.7715 1.5110 -6.6438 0.10 -0.13 -0.02 0.2545
H 3.7869 0.4511 -5.2421 0.06 0.04 -0.20 -0.0282
H 5.2396 1.3676 -5.6601 -0.08 -0.04 -0.06 0.3667
H 4.0415 -1.7746 -8.1389 -0.12 0.07 0.15 0.2813
H 3.4951 -0.2867 -8.4059 0.00 -0.14 0.27 0.2834



Entry 4:
19
Properties=species:S:1:pos:R:3:forces:R:3:mulliken_charge:R:1 method="wB97M-V/def2-TZVPD" homo_lumo_gap_ev=8.491 relative_energy_ev=3.511 homo_ev=-13.826 charge=+1 e_tot_ha=-921.029326
C 2.5253 -1.7140 0.4619 0.94 0.75 1.25 -0.0181
C -1.7404 0.4644 0.7895 1.57 -0.35 2.12 0.8182
C 1.3543 -0.4059 -0.9430 0.11 0.51 2.40 0.5836
C -1.7234 0.7905 2.2905 2.31 0.01 -1.29 -0.8457
C 1.3422 0.3911 -2.1971 -1.36 -0.77 -0.16 -0.7983
N 2.5073 -0.9600 -0.5910 1.35 -1.67 -1.12 -0.4055
N -2.9105 0.7109 0.2396 -1.93 1.24 0.22 -0.3984
N -2.7759 0.5585 -1.0358 0.06 -0.48 -1.04 0.1523
N -1.8905 0.1834 -1.6560 0.13 -0.33 -0.71 -0.0893
N -0.8029 -0.0247 0.0097 -1.26 0.46 -0.88 -0.5913
N 0.4333 -0.5208 0.0787 1.57 -0.08 0.23 0.2405
S 1.1226 -1.4858 1.4217 -0.84 0.18 -1.29 0.1213
H 3.4705 -2.2511 0.8479 -1.78 0.83 -0.67 0.3706
H -2.0844 1.7910 2.5551 -0.33 -0.33 -0.63 0.3262
H -2.3128 0.0285 2.7919 0.45 -0.07 0.41 0.2487
H -0.6110 0.8569 2.4607 -1.11 -0.59 0.94 0.3109
H 1.7536 -0.2574 -2.9873 -0.26 0.13 0.26 0.3186
H 0.2854 0.6256 -2.4201 0.90 0.50 -0.22 0.3582
H 2.0574 1.2191 -2.1169 -0.52 0.06 0.19 0.2976



Entry 5:
72
Properties=species:S:1:pos:R:3:forces:R:3:mulliken_charge:R:1 method="wB97M-V/def2-TZVPD" homo_lumo_gap_ev=6.046 homo_ev=-2.304 charge=-2 e_tot_ha=-5654.611583
Cd 0.0875 1.1458 0.3029 -0.48 0.73 -0.40 1.6142
C 0.3700 2.0756 -3.8469 0.07 0.08 -0.04 -0.5581
O 1.3326 1.1506 -4.3571 -0.28 -0.11 0.03 -0.5444
C 2.2046 0.5456 -3.4884 0.11 0.11 -0.01 0.0557
C 3.4335 0.2145 -4.0155 0.09 -0.05 0.06 -0.6137
C 4.4088 -0.4233 -3.2432 0.02 0.01 -0.07 -0.6851
C 4.1408 -0.6761 -1.9167 -0.01 0.01 0.06 -0.7722
C 2.9062 -0.3459 -1.3392 -0.11 0.14 -0.11 1.2456
C 2.7636 -0.5943 0.0921 0.08 -0.06 -0.10 -1.8654
N 1.7548 -0.2787 0.8042 0.19 -0.21 0.38 1.3094
N 1.8526 -0.5488 2.1560 0.12 0.00 0.04 -0.8405
C 0.8447 -0.0415 2.8385 -0.25 -0.09 -0.19 0.4742
O -0.1764 0.5915 2.4117 0.43 -0.28 0.57 -1.2426
C 0.9519 -0.2246 4.3273 -0.03 0.07 0.06 0.2999
C 1.9449 -1.0067 4.9121 0.02 -0.02 0.01 -0.2122
C 2.0425 -1.1004 6.2928 -0.01 0.00 -0.01 -0.6331
C 1.1527 -0.4101 7.1082 -0.03 0.01 -0.02 -0.3265
C 0.1571 0.3667 6.5299 0.02 -0.03 -0.01 -0.6213
C 0.0558 0.4544 5.1475 -0.01 -0.02 0.02 -0.4270
C 1.8588 0.2212 -2.1384 0.01 -0.25 0.21 0.0997
O 0.6536 0.3937 -1.7116 0.17 -0.10 -0.33 0.0990
H -0.0232 2.5943 -4.7208 0.05 0.02 -0.03 0.3245
H -0.4355 1.5835 -3.3124 -0.01 -0.04 0.00 0.0504
H 0.8366 2.8008 -3.1752 0.02 -0.02 0.02 0.2710
H 3.6252 0.4677 -5.0525 -0.04 0.01 0.01 0.4223
H 5.3648 -0.6853 -3.6803 -0.01 0.00 0.02 0.3296
H 4.8967 -1.1351 -1.2858 -0.02 0.02 0.00 0.3275
H 3.6150 -1.0606 0.5964 0.02 -0.04 0.01 0.0485
H 2.6381 -1.5244 4.2622 -0.01 0.03 0.01 0.4433
H 2.8224 -1.7078 6.7391 -0.01 0.00 -0.02 0.3651
H 1.2364 -0.4770 8.1875 0.00 0.00 -0.02 0.3564
H -0.5389 0.9112 7.1582 0.00 -0.01 -0.02 0.3705
H -0.7114 1.0528 4.6733 0.02 -0.01 0.00 0.4266
O -2.2045 -5.6295 -1.0218 -0.08 0.00 0.02 -0.5897
C -1.6657 -4.4864 -0.5111 0.06 0.02 0.08 1.0326
C -0.3782 -4.0697 -0.8248 0.09 -0.05 0.01 -0.7261
C 0.0808 -2.8906 -0.2681 0.00 0.02 0.06 -0.4639
N -0.6439 -2.1383 0.5584 -0.21 0.01 0.11 0.0906
C -1.8563 -2.5629 0.8483 0.20 -0.13 -0.13 -0.1850
Br -2.8862 -1.4965 2.0210 -0.03 0.03 -0.01 -0.0834
C -2.4292 -3.7278 0.3544 -0.14 0.03 0.07 -0.5883
H -1.5864 -5.9992 -1.6583 0.04 -0.02 -0.04 0.2840
H 0.2525 -4.6500 -1.4902 -0.01 0.04 -0.01 0.3257
H 1.0750 -2.5187 -0.4911 -0.03 0.02 -0.03 0.2526
H -3.4352 -4.0172 0.6231 0.03 0.00 -0.06 0.4517
O -5.9594 1.3161 -2.7236 0.00 0.01 0.02 -0.7062
S -5.4925 0.5783 -1.5695 0.04 -0.08 -0.07 1.1529
O -6.5284 0.0409 -0.7171 0.05 -0.05 0.04 -0.7095
N -4.3818 1.3835 -0.7368 0.08 0.00 0.00 -0.6174
C -3.1662 0.8402 -0.8461 -0.12 -0.03 0.16 -0.4328
O -2.1487 1.2480 -0.2638 -0.01 0.02 -0.13 -0.3003
C -3.1452 -0.3923 -1.7254 0.02 -0.10 -0.04 0.5953
C -2.0545 -1.1490 -2.1175 0.05 0.05 -0.07 0.7163
C -2.2893 -2.2653 -2.9148 -0.03 0.03 -0.06 -1.0825
C -3.5795 -2.6111 -3.3104 0.05 0.06 0.01 -0.6032
C -4.6666 -1.8259 -2.9398 -0.10 -0.04 0.03 -0.6795
C -4.4172 -0.7246 -2.1481 0.04 0.18 0.03 0.0329
H -1.0489 -0.8477 -1.8432 -0.06 -0.02 -0.01 0.4125
H -1.4503 -2.8709 -3.2387 -0.02 0.03 -0.01 0.5219
H -3.7334 -3.4873 -3.9293 -0.01 -0.01 0.00 0.3813
H -5.6742 -2.0653 -3.2582 0.03 0.00 -0.01 0.4090
F 2.6811 2.4345 1.9257 -0.01 -0.05 0.03 -0.3101
C 2.0424 3.4670 1.3289 -0.05 -0.08 -0.04 1.0117
C 0.9256 3.2423 0.5512 0.04 0.23 0.01 -1.6353
C 0.3807 4.3848 0.0052 -0.08 -0.24 -0.10 1.2557
F -0.7117 4.2978 -0.7895 0.00 0.03 -0.02 -0.3011
C 0.8865 5.6578 0.1958 -0.04 0.08 -0.05 -0.1303
F 0.3184 6.7422 -0.3685 -0.03 0.05 -0.03 -0.3373
C 2.0083 5.8222 0.9809 0.02 -0.03 0.02 0.8473
F 2.5272 7.0477 1.1764 0.04 0.11 0.03 -0.3427
C 2.5955 4.7154 1.5581 -0.02 0.00 -0.03 -0.2025
F 3.6924 4.8778 2.3230 0.08 0.01 0.05 -0.3381



Entry 6:
8
Properties=species:S:1:pos:R:3:forces:R:3:mulliken_charge:R:1 method="wB97M-V/def2-TZVPD" homo_lumo_gap_ev=5.151 relative_energy_ev=2.367 homo_ev=-8.030 e_tot_ha=-1003.259456
N 0.0746 -0.1026 -0.3574 -0.80 -0.84 -0.68 -0.1526
O -2.2321 1.0177 0.5540 -0.87 0.79 0.31 -0.4480
O 0.6972 0.6524 -1.2931 0.05 0.51 -1.05 -0.6918
S -4.1062 -0.9017 -0.4051 0.29 2.72 0.73 -0.1096
S -3.6357 0.9355 0.1625 0.03 -3.23 -0.84 0.4963
H 0.8447 -0.3695 0.2588 -0.60 -0.81 0.42 0.2881
H -0.4407 -1.0202 -0.8257 1.24 2.48 1.79 0.2921
H -0.6033 0.5188 0.1713 0.66 -1.62 -0.68 0.3255